39
Properties=species:S:1:pos:R:3:forces:R:3:nbo_charge:R:1 method="wB97M-V/def2-TZVPD" total_energy_ev=-111060.684 charge=+1 gap_ev=8.71 spin_multiplicity=1 max_force_ev_per_a=3.56
Li -0.697 0.050 -1.556 0.1879 0.2047 -0.2639 0.91
Br -0.447 0.616 3.884 0.6943 -0.5821 -0.4686 0.07
C 0.612 -0.860 3.208 -0.6631 -0.7330 0.9062 -0.10
C 0.370 -2.115 3.840 -0.4523 0.6131 -0.1493 -0.22
C 1.113 -3.217 3.453 0.5565 0.8540 -1.1905 -0.19
C 2.054 -3.113 2.402 -0.7238 0.6445 0.8400 -0.19
C 2.281 -1.900 1.797 -0.6036 0.3955 0.8086 -0.22
C 1.567 -0.769 2.214 -0.0533 0.2798 -0.0815 -0.21
I 2.010 1.046 1.270 -0.1560 0.0018 0.0239 0.15
H -0.456 -2.183 4.586 1.0148 0.0285 -0.5789 0.25
H 1.012 -4.169 3.899 -0.4091 -0.7642 0.5971 0.23
H 2.627 -3.950 2.085 0.3002 -0.6717 -0.0750 0.23
H 3.047 -1.772 1.076 0.4566 -0.0597 -0.6690 0.23
N 3.562 2.478 -2.957 0.8830 -0.8939 0.7901 -0.68
C 3.063 1.064 -2.935 0.4519 0.0563 0.0494 -0.34
C 1.624 1.164 -2.484 -2.0137 -2.8607 -0.6428 0.76
O 0.926 0.079 -2.492 1.3932 1.5103 0.4090 -0.83
O 1.214 2.292 -2.271 -0.4592 1.5884 0.6637 -0.70
H 4.349 2.593 -2.320 -0.0562 0.1109 -0.0772 0.43
H 2.749 3.006 -2.618 -0.9217 0.4885 0.1660 0.47
H 3.852 2.758 -3.858 0.3072 0.6093 -1.3058 0.43
H 3.692 0.574 -2.206 -0.1198 -0.6951 -0.0915 0.24
H 3.093 0.609 -3.928 0.2735 0.0492 0.2777 0.25
C -2.978 0.884 1.397 -0.1169 -1.0546 1.0470 -0.27
O -3.944 0.423 0.459 0.3313 -0.8688 -1.7292 -0.81
P -3.501 -0.032 -1.071 -0.5195 0.2863 1.1743 1.64
O -2.136 -0.977 -0.844 -0.1832 -0.2598 0.9135 -0.90
C -2.232 -2.185 -0.059 0.2450 -0.1945 0.6065 -0.27
O -2.444 1.122 -1.555 0.2796 0.3782 -0.1542 -0.89
C -2.735 2.490 -1.881 -0.0889 0.1444 0.1554 -0.25
H -1.997 0.904 0.940 0.3468 0.1820 0.1262 0.17
H -2.954 0.194 2.299 -0.1100 0.8826 -1.1517 0.20
H -3.310 1.865 1.679 0.2082 0.4802 0.4007 0.20
H -2.042 -2.066 1.047 -0.3521 0.4933 -1.1372 0.20
H -1.434 -2.825 -0.420 -0.1447 -0.2557 -0.1389 0.21
H -3.212 -2.641 -0.213 0.1468 -0.1087 0.0538 0.20
H -2.068 2.767 -2.680 0.0054 -0.0092 -0.4975 0.21
H -2.452 3.116 -1.044 -0.1527 0.0539 0.3814 0.19
H -3.781 2.683 -2.145 0.2174 -0.3241 0.0122 0.20